Entry 1:
The following is a quantum chemistry calculation of a 2-piece molecular cluster, C14H27BF4N2OSi overall at a distorted geometry, from the OMol25 dataset.

CARTESIAN COORDINATES (ANGSTROEM)
1 C 0.032 -3.658 -0.318
2 C 0.908 -2.661 -1.181
3 C 0.100 -1.810 -2.227
4 N -1.192 -1.309 -1.711
5 N -1.021 -0.352 -0.681
6 C -1.431 1.051 -1.061
7 C -0.278 2.037 -0.580
8 O -0.438 3.356 -1.113
9 Si 1.138 4.098 -1.085
10 C 2.171 3.654 -2.618
11 C 2.160 3.538 0.448
12 C 1.032 6.000 -0.945
13 C -1.801 -0.857 0.509
14 C -1.362 -0.478 1.844
15 C -2.074 -0.987 3.021
16 C -3.215 -1.878 2.848
17 C -3.687 -2.258 1.513
18 C -2.953 -1.733 0.353
19 H -1.044 -3.717 -0.615
20 H 0.552 -4.656 -0.363
21 H 0.116 -3.348 0.763
22 H 1.755 -3.188 -1.682
23 H 1.370 -1.925 -0.454
24 H -0.114 -2.463 -3.122
25 H 0.772 -0.968 -2.574
26 H -1.740 -0.940 -2.492
27 H -0.046 -0.283 -0.338
28 H -1.537 1.206 -2.165
29 H -2.413 1.324 -0.595
30 H -0.353 2.093 0.540
31 H 0.698 1.620 -0.954
32 H 3.060 3.001 -2.365
33 H 2.606 4.548 -3.148
34 H 1.598 3.088 -3.411
35 H 1.506 3.451 1.353
36 H 2.642 2.548 0.232
37 H 2.979 4.286 0.647
38 H 0.735 6.206 0.127
39 H 0.301 6.462 -1.654
40 H 2.063 6.448 -1.050
41 H -0.471 0.199 1.919
42 H -1.688 -0.699 4.026
43 H -3.760 -2.303 3.719
44 H -4.545 -2.950 1.348
45 H -3.310 -2.033 -0.660
46 B 2.037 -4.555 3.194
47 F 1.745 -3.950 4.447
48 F 2.451 -3.548 2.264
49 F 3.074 -5.508 3.353
50 F 0.868 -5.200 2.694

## Properties
* orbital gap: 9.26 eV
* net charge: 0
* DFT total energy: -39410.9029 eV
* LUMO: -0.44 eV

Entry 2:
The following is a quantum chemistry calculation of a 2-piece molecular cluster, C14H27BNO5P overall, from the OMol25 dataset.

CARTESIAN COORDINATES (ANGSTROEM)
1 C -0.107 -2.061 4.060
2 C 0.773 -1.052 3.334
3 C 0.680 -1.182 1.815
4 C 1.375 -0.031 1.072
5 P 0.050 1.181 0.462
6 C -1.498 2.265 -0.017
7 O -2.485 2.006 0.964
8 C -3.403 3.062 1.186
9 C -2.870 4.093 2.181
10 C 1.233 2.505 -0.085
11 B 2.649 2.060 -0.618
12 O 3.765 1.898 0.160
13 O 2.789 1.824 -1.964
14 H -1.151 -1.953 3.758
15 H -0.054 -1.936 5.143
16 H 0.199 -3.083 3.828
17 H 1.815 -1.186 3.640
18 H 0.484 -0.037 3.626
19 H -0.382 -1.204 1.543
20 H 1.109 -2.136 1.504
21 H 1.938 -0.424 0.218
22 H 2.089 0.466 1.737
23 H -0.515 1.180 1.774
24 H -0.385 0.194 -0.467
25 H -1.262 3.336 -0.050
26 H -1.874 1.951 -1.003
27 H -3.658 3.545 0.236
28 H -4.314 2.595 1.560
29 H -1.779 4.089 2.171
30 H -3.202 5.102 1.933
31 H -3.193 3.872 3.197
32 H 1.300 3.196 0.761
33 H 0.736 3.049 -0.889
34 H 3.663 2.221 1.057
35 H 3.677 2.006 -2.280
36 O -1.751 -4.466 -1.327
37 N -1.000 -3.512 -1.303
38 O -0.794 -2.809 -0.334
39 C -0.277 -3.167 -2.546
40 C -0.507 -3.920 -3.682
41 C 0.168 -3.577 -4.843
42 C 1.047 -2.502 -4.848
43 C 1.262 -1.763 -3.691
44 C 0.596 -2.095 -2.523
45 H -1.197 -4.750 -3.646
46 H 0.004 -4.149 -5.745
47 H 1.567 -2.237 -5.759
48 H 1.947 -0.925 -3.694
49 H 0.742 -1.539 -1.609

## Properties
* orbital gap: 7.56 eV
* net charge: 0
* DFT total energy: -36646.4219 eV
* LUMO: -0.33 eV
* SMILES: CCCC[PH2](COCC)CB(O)O.O=[N+]([O-])c1ccccc1

Entry 3:
The following is a quantum chemistry calculation of one molecule with the formula C14H27Cl2NO2Si at a distorted geometry, from the OMol25 dataset.

CARTESIAN COORDINATES (ANGSTROEM)
1 C 0.524 -4.167 -3.167
2 C -0.859 -3.904 -2.962
3 C -1.390 -3.431 -1.518
4 O -2.139 -4.140 -0.790
5 O -0.928 -2.167 -1.061
6 C -1.587 -1.062 -1.732
7 C -2.945 -0.563 -1.043
8 C -3.127 -0.993 0.491
9 C -1.961 -0.480 1.475
10 C -1.986 1.096 1.778
11 C -1.186 2.006 0.727
12 Si 0.706 1.733 0.670
13 C 1.407 2.957 -0.674
14 N 2.834 2.597 -1.028
15 C 2.854 1.453 -2.010
16 C 1.639 2.101 2.307
17 Cl 0.567 2.745 3.669
18 C 2.540 0.888 2.875
19 C 2.024 -0.577 2.489
20 Cl 4.276 1.066 2.209
21 H 0.856 -4.191 -4.271
22 H 1.288 -4.309 -2.340
23 H -1.649 -3.970 -3.784
24 H -0.850 -0.170 -1.697
25 H -1.751 -1.295 -2.850
26 H -3.813 -1.067 -1.623
27 H -3.140 0.567 -1.149
28 H -4.137 -0.597 0.895
29 H -3.220 -2.138 0.509
30 H -0.943 -0.884 1.128
31 H -2.161 -1.004 2.489
32 H -1.691 1.241 2.869
33 H -3.098 1.419 1.710
34 H -1.389 3.132 0.912
35 H -1.580 1.810 -0.341
36 H 0.936 0.390 0.121
37 H 0.732 3.042 -1.588
38 H 1.474 3.983 -0.138
39 H 3.344 2.327 -0.163
40 H 1.999 1.608 -2.750
41 H 2.765 0.478 -1.406
42 H 3.888 1.419 -2.526
43 H 2.382 2.957 2.073
44 H 2.637 1.006 4.005
45 H 2.371 -0.843 1.420
46 H 2.585 -1.329 3.167
47 H 0.903 -0.739 2.621

## Properties
* orbital gap: 8.56 eV
* net charge: 0
* DFT total energy: -53459.4290 eV
* LUMO: 0.29 eV
* SMILES: C=CC(=O)OCCCCCC[Si@@H](CNC)[C@@H](Cl)[C@@H](C)Cl

Entry 4:
The following is a quantum chemistry calculation of C14H27CoN4OSi as an isolated structure, from the OMol25 dataset.

CARTESIAN COORDINATES (ANGSTROEM)
1 Co 0.116 0.349 -0.006
2 C -1.928 -1.197 -1.110
3 C -0.932 -0.990 -2.234
4 N -0.189 0.273 -1.962
5 C -0.925 1.496 -2.407
6 C -1.649 2.124 -1.243
7 C -2.635 3.087 -1.311
8 C -3.095 3.640 -0.121
9 C -2.550 3.254 1.099
10 C -1.567 2.286 1.096
11 C -0.761 1.819 2.281
12 N -0.062 0.539 1.960
13 C -0.791 -0.666 2.447
14 C -1.852 -1.019 1.423
15 N -1.132 -1.088 0.132
16 N -1.175 1.726 -0.056
17 H -2.419 -2.168 -1.180
18 H -2.700 -0.427 -1.090
19 H -1.419 -0.962 -3.209
20 H -0.201 -1.800 -2.246
21 H 0.708 0.227 -2.439
22 H -1.594 1.267 -3.237
23 H -0.191 2.217 -2.774
24 H -3.029 3.411 -2.265
25 H -3.870 4.394 -0.146
26 H -2.878 3.708 2.024
27 H -1.368 1.718 3.181
28 H -0.001 2.576 2.489
29 H 0.865 0.544 2.379
30 H -1.220 -0.498 3.435
31 H -0.062 -1.474 2.531
32 H -2.625 -0.255 1.342
33 H -2.336 -1.969 1.656
34 H -0.500 -1.891 0.169
35 C 4.469 -0.466 -0.501
36 Si 2.981 -1.459 -0.033
37 C 3.109 -2.212 1.662
38 C 2.552 -2.754 -1.300
39 O 1.699 -0.362 -0.005
40 H 5.364 -1.089 -0.525
41 H 4.641 0.337 0.218
42 H 4.349 -0.017 -1.489
43 H 3.916 -2.944 1.723
44 H 2.187 -2.733 1.939
45 H 3.311 -1.446 2.414
46 H 3.327 -3.519 -1.375
47 H 2.439 -2.314 -2.295
48 H 1.623 -3.274 -1.043

## Properties
* orbital gap (spin up / spin down): 7.85 / 7.85 eV
* net charge: +2
* DFT total energy: -68457.1518 eV
* LUMO (spin up / spin down): -7.68 / -7.68 eV

Entry 5:
The following is a quantum chemistry calculation of one molecule with the formula C14H27FNO at a distorted geometry, from the OMol25 dataset.

CARTESIAN COORDINATES (ANGSTROEM)
1 C 2.185 3.456 1.073
2 C 1.916 1.929 1.117
3 C 1.103 1.529 -0.089
4 F -0.051 2.300 -0.125
5 C 0.786 0.041 -0.273
6 C 2.161 -0.686 -0.407
7 C 2.784 -1.232 0.890
8 C 0.071 -0.099 -1.662
9 C -1.306 -0.752 -1.591
10 C -1.204 -2.275 -1.513
11 C -2.062 -0.438 -2.913
12 N -2.106 -0.173 -0.494
13 O -2.468 1.038 -0.750
14 C -1.544 -0.392 0.871
15 C -1.987 0.754 1.773
16 C -2.199 -1.672 1.452
17 C -0.011 -0.574 0.877
18 H 1.486 3.991 1.702
19 H 2.039 3.824 0.064
20 H 3.206 3.691 1.339
21 H 2.880 1.454 1.087
22 H 1.400 1.730 2.050
23 H 1.689 1.819 -0.963
24 H 2.022 -1.537 -1.060
25 H 2.847 -0.009 -0.902
26 H 2.615 -0.607 1.754
27 H 3.852 -1.321 0.746
28 H 2.384 -2.216 1.086
29 H 0.673 -0.684 -2.349
30 H -0.058 0.888 -2.088
31 H -0.779 -2.611 -2.445
32 H -0.489 -2.573 -0.754
33 H -2.166 -2.733 -1.326
34 H -3.122 -0.362 -2.731
35 H -1.932 -1.262 -3.604
36 H -1.697 0.463 -3.381
37 H -3.040 0.958 1.660
38 H -1.376 1.637 1.649
39 H -1.843 0.412 2.793
40 H -3.215 -1.704 1.071
41 H -2.248 -1.643 2.530
42 H -1.712 -2.568 1.090
43 H 0.331 -0.159 1.816
44 H 0.187 -1.633 0.933

## Properties
* 2S+1: 2
* orbital gap (spin up / spin down): 8.86 / 9.92 eV
* ⟨S²⟩: 0.754
* net charge: 0
* DFT total energy: -21209.0899 eV
* energy relative to the best compared isomer or geometry (same formula, charge and spin): 0.439 eV
* LUMO (spin up / spin down): 0.72 / 0.68 eV

Entry 6:
The following is a quantum chemistry calculation of C14H27MgO7 as an isolated structure at a distorted geometry, from the OMol25 dataset.

CARTESIAN COORDINATES (ANGSTROEM)
1 Mg -1.358 -0.340 -0.273
2 C -3.657 1.593 -2.962
3 C -2.199 1.061 -2.876
4 O -2.128 -0.091 -2.115
5 H -4.341 0.845 -3.363
6 H -3.663 2.417 -3.674
7 H -4.156 1.872 -2.034
8 H -1.649 1.852 -2.366
9 H -1.829 0.925 -3.892
10 C -0.818 -3.954 1.297
11 C -2.110 -3.349 0.658
12 O -1.867 -2.380 -0.328
13 H -0.720 -5.011 1.047
14 H -0.665 -3.911 2.375
15 H 0.009 -3.441 0.806
16 H -2.600 -2.934 1.539
17 H -2.788 -4.155 0.375
18 C -2.448 1.571 3.451
19 C -2.835 1.148 2.028
20 O -2.011 0.103 1.510
21 H -1.459 2.017 3.560
22 H -2.345 0.834 4.248
23 H -3.183 2.286 3.819
24 H -2.752 2.019 1.379
25 H -3.891 0.880 2.039
26 O -0.267 1.505 -0.210
27 C 0.730 2.159 0.222
28 O 1.252 3.242 -0.400
29 C 2.546 3.690 0.114
30 C 2.872 2.555 1.057
31 C 1.570 1.880 1.431
32 H 2.158 4.544 0.668
33 H 3.295 3.946 -0.635
34 H 3.237 2.975 1.995
35 H 3.669 1.889 0.726
36 H 1.191 2.286 2.369
37 H 1.893 0.846 1.316
38 O 0.590 -0.857 -0.351
39 C 1.652 -1.251 -0.692
40 O 2.666 -0.443 -1.040
41 C 3.718 -1.140 -1.705
42 C 3.300 -2.593 -1.669
43 C 2.103 -2.665 -0.816
44 H 4.661 -0.897 -1.215
45 H 3.784 -0.817 -2.744
46 H 3.987 -3.211 -1.092
47 H 3.214 -3.110 -2.624
48 H 2.240 -2.970 0.222
49 H 1.402 -3.418 -1.176

## Properties
* orbital gap: 5.37 eV
* net charge: -1
* DFT total energy: -34733.9640 eV
* energy relative to the best compared isomer or geometry (same formula, charge and spin): 0.000 eV
* LUMO: 2.20 eV

Entry 7:
The following is a quantum chemistry calculation of C14H27N3OY as an isolated structure, from the OMol25 dataset.

CARTESIAN COORDINATES (ANGSTROEM)
1 Y -0.392 -0.076 -0.016
2 O -1.482 -1.900 -0.764
3 C -0.658 -2.430 -1.890
4 C 0.494 -3.263 -1.376
5 C 1.423 -2.544 -0.383
6 C 2.250 -1.402 -0.936
7 C 3.486 -1.632 -1.512
8 C 4.222 -0.561 -2.004
9 C 3.708 0.727 -1.908
10 C 2.472 0.895 -1.327
11 N 1.748 -0.144 -0.850
12 H -2.124 -2.553 -0.450
13 H -0.337 -1.526 -2.428
14 H -1.335 -2.960 -2.557
15 H 1.068 -3.601 -2.242
16 H 0.105 -4.170 -0.906
17 H 2.109 -3.277 0.047
18 H 0.854 -2.244 0.528
19 H 3.879 -2.639 -1.563
20 H 5.193 -0.731 -2.450
21 H 4.259 1.582 -2.274
22 H 2.032 1.881 -1.228
23 C -1.263 -0.834 2.967
24 N -0.785 0.363 2.222
25 C 0.500 0.840 2.803
26 C -1.832 1.440 2.228
27 C -1.633 2.473 1.122
28 N -1.640 1.876 -0.253
29 C -1.062 2.834 -1.234
30 C -3.017 1.498 -0.680
31 H -1.478 -0.575 4.007
32 H -0.489 -1.604 2.961
33 H -2.178 -1.215 2.509
34 H 0.362 1.128 3.849
35 H 0.873 1.710 2.257
36 H 1.243 0.040 2.762
37 H -1.822 1.947 3.197
38 H -2.805 0.953 2.142
39 H -0.683 2.999 1.245
40 H -2.417 3.233 1.198
41 H -1.660 3.748 -1.277
42 H -1.050 2.386 -2.229
43 H -0.049 3.104 -0.930
44 H -3.652 2.386 -0.728
45 H -3.459 0.791 0.024
46 H -2.982 1.046 -1.673

## Properties
* orbital gap: 9.24 eV
* net charge: +3
* DFT total energy: -22492.1521 eV
* LUMO: -10.35 eV

Entry 8:
The following is a quantum chemistry calculation of a 2-piece molecular cluster, C14H28BClN3O4 overall at a distorted geometry, from the OMol25 dataset.

CARTESIAN COORDINATES (ANGSTROEM)
1 C -0.897 0.506 4.009
2 C -1.357 1.369 2.737
3 N -0.214 1.759 1.850
4 C -0.131 0.839 0.667
5 C 0.736 -0.450 1.109
6 B 0.995 -1.338 -0.255
7 O 1.204 -0.670 -1.543
8 C 2.637 -0.732 -1.733
9 C 3.338 0.498 -1.027
10 N 2.832 1.814 -1.568
11 C 2.894 -2.216 -1.153
12 Cl 4.734 -2.346 -0.843
13 C 2.443 -3.307 -2.234
14 C 1.610 -4.507 -1.623
15 C 0.564 -5.172 -2.635
16 O 0.731 -4.764 -4.011
17 O 2.196 -2.182 0.096
18 C -0.489 3.107 1.340
19 C -1.678 3.342 0.311
20 O 0.167 4.085 1.718
21 H 0.222 0.559 4.194
22 H -1.210 -0.579 3.959
23 H -1.449 0.947 4.909
24 H -1.779 2.345 3.149
25 H -2.124 0.757 2.171
26 H 0.414 1.402 -0.151
27 H -1.134 0.494 0.265
28 H 0.117 -1.020 1.879
29 H 1.675 -0.050 1.604
30 H 0.109 -2.147 -0.240
31 H 3.018 -0.771 -2.813
32 H 4.458 0.503 -1.225
33 H 3.212 0.535 0.097
34 H 1.866 1.714 -1.899
35 H 2.788 2.492 -0.800
36 H 1.918 -2.748 -3.069
37 H 3.392 -3.729 -2.688
38 H 2.324 -5.324 -1.283
39 H 1.008 -4.219 -0.697
40 H -0.489 -4.926 -2.257
41 H 0.649 -6.306 -2.561
42 H -0.161 -4.817 -4.394
43 H -1.274 3.578 -0.725
44 H -2.321 2.408 0.322
45 H -2.299 4.234 0.641
46 C -5.914 4.614 1.312
47 C -5.799 3.313 0.589
48 N -5.708 2.299 0.025
49 H -5.264 4.609 2.188
50 H -5.619 5.431 0.653
51 H -6.944 4.769 1.633

## Properties
* orbital gap: 6.50 eV
* net charge: -1
* DFT total energy: -40831.4774 eV
* LUMO: 2.09 eV